Entry 1:
A molecular structure, C47H37BClCsIN9OS3, computed with wB97M-V/def2-TZVPD.

```
101
Properties=species:S:1:pos:R:3:forces:R:3:lowdin_charge:R:1
Cs 0.228 0.845 0.127 -0.618 -0.308 0.089 0.868
I 5.017 2.233 -2.736 -0.007 -0.031 -0.040 0.837
Cl 6.132 5.907 1.470 0.054 0.039 0.000 0.603
S -3.017 5.101 -2.245 0.114 0.021 -0.040 0.933
S -4.227 4.538 -4.948 -0.153 0.275 0.001 0.487
S -1.573 3.962 0.166 -0.014 0.176 -0.154 0.374
O 2.709 1.602 -0.632 0.464 0.051 -0.159 -0.332
N -0.468 -1.656 2.616 -0.030 0.129 0.277 0.013
N 0.578 -2.683 -0.268 0.208 0.010 -0.137 0.137
N -2.073 2.728 -2.165 0.064 0.122 -0.192 0.007
N -2.061 -2.496 0.781 0.058 -0.071 0.023 0.009
N 0.301 -3.295 0.898 0.219 -0.089 -0.191 -0.011
N 2.121 2.667 1.790 -0.037 0.086 0.181 0.069
N 0.843 -1.339 2.705 0.014 0.092 0.013 0.117
N -2.735 2.915 -3.375 0.311 -0.228 0.273 -0.154
N -2.532 -1.257 0.583 -0.253 0.266 -0.167 0.119
C 1.836 -1.585 -2.586 0.044 -0.057 0.088 -0.027
C 3.662 4.695 2.903 -0.080 -0.044 -0.003 -0.042
C 4.003 4.176 1.634 0.007 0.060 0.054 -0.187
C -2.858 1.772 -4.197 0.066 -0.302 0.019 -0.211
C 1.259 -4.938 2.499 0.091 -0.074 -0.003 -0.031
C -2.722 -3.393 0.026 0.048 -0.205 0.035 -0.287
C -4.333 -0.217 -0.716 -0.056 0.047 0.302 -0.192
C -5.881 1.963 -1.539 -0.033 -0.058 -0.008 -0.081
C -1.185 -1.003 3.562 0.174 -0.019 -0.061 -0.283
C 4.504 0.718 3.419 -0.069 -0.002 0.040 -0.076
C 5.360 4.077 -0.365 0.003 0.039 0.061 -0.212
C -5.485 -0.406 -1.483 -0.027 -0.042 0.118 -0.060
C 3.291 0.126 3.114 0.037 -0.033 0.023 -0.031
C 1.267 -4.179 1.221 -0.041 -0.018 -0.010 -0.296
C -2.794 0.727 -6.339 -0.006 -0.047 0.065 -0.091
C -6.244 0.671 -1.901 0.005 0.027 0.005 -0.092
C -3.056 -0.502 -5.748 -0.018 0.027 0.001 -0.103
C -2.132 3.806 -1.436 0.011 -0.176 0.350 -1.221
C -2.359 -4.835 0.010 -0.040 -0.074 -0.034 -0.024
C 2.203 -4.164 0.211 -0.068 0.076 -0.002 0.017
C 3.185 3.143 1.111 0.031 0.077 0.089 -0.151
C 4.711 1.294 4.665 -0.023 0.002 0.012 -0.105
C -2.652 -1.185 3.719 0.012 -0.049 0.152 -0.023
C 4.044 -2.858 -3.658 -0.006 0.038 -0.040 -0.104
C 3.696 1.263 5.609 0.018 0.010 0.047 -0.107
C 2.341 -2.721 -1.950 -0.051 0.126 -0.038 -0.153
C 4.558 3.057 -0.877 0.042 -0.035 0.059 -0.660
C 2.578 4.191 3.572 0.224 0.053 -0.145 -0.058
C -3.126 0.555 -3.591 0.148 -0.012 -0.177 0.006
C -3.966 1.086 -0.374 0.105 -0.121 0.152 -0.053
C 0.953 -0.465 3.700 -0.163 -0.104 -0.089 -0.278
C -3.685 -2.719 -0.684 0.043 0.111 0.000 0.014
C 3.542 -1.718 -4.270 0.027 -0.083 0.048 -0.110
C -3.220 -0.585 -4.373 -0.004 0.082 -0.002 -0.065
C -3.309 4.087 -3.621 -0.351 0.511 0.001 -1.121
C -2.691 1.872 -5.566 0.142 0.058 -0.296 -0.063
C 1.728 -3.198 -0.698 -0.220 0.106 -0.017 -0.247
C -4.748 2.162 -0.767 -0.045 -0.426 -0.035 -0.090
C 3.443 2.518 -0.195 0.029 0.060 -0.135 -0.507
C 2.481 0.669 5.304 -0.036 -0.032 -0.007 -0.052
C -0.307 -0.215 4.281 -0.007 -0.097 -0.133 0.016
C -3.528 -1.376 -0.297 0.099 0.146 0.124 -0.247
C 2.434 -1.084 -3.729 -0.043 -0.059 0.096 -0.080
C 3.452 -3.354 -2.507 -0.090 0.024 0.061 -0.046
C 2.260 0.103 4.051 0.061 -0.001 0.000 -0.182
C 1.837 3.166 2.969 -0.085 -0.026 -0.117 -0.151
C 5.098 4.627 0.860 -0.004 -0.056 -0.051 -0.633
B -0.901 -2.853 1.733 -0.023 -0.039 0.140 -0.562
H 1.689 0.649 6.043 -0.027 0.000 0.021 0.103
H 0.371 -5.559 2.594 -0.110 -0.068 0.015 0.069
H -6.466 2.807 -1.871 -0.054 0.097 -0.053 0.099
H 3.858 -4.237 -2.030 0.013 -0.032 0.021 0.098
H 2.295 4.565 4.545 -0.019 0.024 0.076 0.097
H -1.331 -4.966 -0.320 0.119 -0.048 -0.044 0.077
H 3.109 -4.739 0.167 0.104 -0.062 -0.001 0.093
H -3.028 1.272 0.149 -0.325 -0.049 0.019 0.073
H 0.975 -1.094 -2.153 0.017 -0.026 -0.079 0.069
H 4.912 -3.358 -4.071 0.028 -0.013 -0.016 0.090
H -3.124 -1.394 -6.355 -0.004 -0.058 -0.057 0.091
H 2.047 -0.182 -4.181 -0.033 0.071 -0.043 0.105
H -2.657 0.800 -7.408 0.010 -0.020 -0.121 0.093
H 1.275 -4.251 3.341 0.003 0.082 0.154 0.077
H -3.246 0.508 -2.521 0.124 0.045 -0.196 0.082
H -2.487 2.837 -6.014 0.000 -0.207 0.058 0.074
H 2.140 -5.578 2.557 0.010 0.006 -0.011 0.073
H 4.265 5.488 3.330 -0.031 -0.042 -0.015 0.077
H -2.914 -2.241 3.658 -0.044 -0.101 0.003 0.076
H -2.978 -0.798 4.683 0.008 0.007 0.014 0.075
H -3.187 -0.674 2.928 -0.138 0.110 -0.171 0.068
H -7.118 0.505 -2.516 -0.041 0.004 -0.032 0.094
H 3.847 1.709 6.585 0.003 0.012 0.007 0.092
H -4.434 3.147 -0.494 0.070 0.417 0.130 0.071
H -2.444 -5.277 1.002 0.004 -0.042 0.093 0.073
H 5.279 0.758 2.669 0.109 0.008 -0.107 0.106
H 4.018 -1.319 -5.153 0.055 0.034 -0.089 0.092
H -3.015 -5.374 -0.670 -0.049 -0.035 -0.044 0.074
H 0.979 2.740 3.480 -0.048 -0.006 0.005 0.108
H 5.651 1.778 4.890 0.075 0.037 0.019 0.093
H 6.200 4.438 -0.944 0.001 0.005 0.010 0.080
H 3.116 -0.290 2.131 -0.012 -0.011 -0.041 0.114
H -1.255 -3.779 2.445 0.022 0.069 -0.021 0.117
H -5.781 -1.409 -1.763 -0.003 -0.020 -0.005 0.100
H -4.372 -3.141 -1.394 -0.089 -0.056 -0.074 0.094
H -0.556 0.455 5.087 -0.009 0.026 0.029 0.099
H -3.417 -1.535 -3.896 -0.008 -0.086 0.033 0.100
```
Positions in Å, forces in eV/Å.

HOMO-LUMO gap: 6.108 eV
charge: -2
HOMO energy: -2.5 eV
energy above the lowest of the compared OMol25 structures with the same formula, charge and spin: 0.0000 eV



Entry 2:
A molecular structure, C5H9MgO4Sm, computed with wB97M-V/def2-TZVPD.

```
20
Properties=species:S:1:pos:R:3:forces:R:3:mulliken_spin:R:1
Sm 0.768 1.386 -1.268 -0.199 1.148 -1.747 6.932
Mg 1.624 -1.446 0.180 0.418 -0.036 0.369 0.037
O 3.405 -1.572 1.060 -0.535 -0.091 -0.264 0.009
O -1.326 0.722 -0.507 -0.796 1.124 0.485 -0.004
O 1.996 0.464 0.203 0.124 -0.779 0.103 0.009
O -0.119 -1.629 -0.494 0.832 -0.472 0.836 0.004
C -1.545 -0.109 0.630 -0.867 -0.553 0.191 -0.009
C -2.497 1.069 -1.236 -0.785 -0.285 0.080 -0.019
C -1.353 -1.529 0.128 -0.488 0.342 -0.576 0.003
C 4.061 -0.483 1.162 0.525 -0.193 0.048 0.017
C 3.327 0.711 0.557 0.507 0.669 1.145 -0.013
H -2.558 0.038 1.033 -0.006 0.041 -0.324 -0.005
H -0.903 0.192 1.469 0.427 -0.099 -0.542 0.012
H 3.971 1.104 -0.255 -0.291 -0.251 -0.030 0.002
H -2.098 -1.704 -0.674 -0.204 0.044 0.476 -0.005
H -3.304 1.286 -0.521 0.126 -0.006 -0.304 0.000
H -2.794 0.236 -1.885 -0.023 0.170 0.121 0.010
H -2.345 1.960 -1.858 0.328 -0.198 0.231 0.009
H -1.627 -2.210 0.953 0.601 -0.224 -0.152 0.001
H 3.316 1.513 1.323 0.305 -0.349 -0.146 0.011
```
Positions in Å, forces in eV/Å.

multiplicity: 8
HOMO-LUMO gap (alpha / beta): 4.717 / 6.322 eV
HOMO energy (alpha / beta): -4.7 / -6.5 eV



Entry 3:
A molecular structure, C13H11AuI2N2O5Se, computed with wB97M-V/def2-TZVPD.

```
35
Properties=species:S:1:pos:R:3:forces:R:3:mulliken_spin:R:1
Au -1.065 0.795 -0.455 0.189 0.310 0.256 0.544
I -0.021 -4.862 4.061 -0.011 0.026 -0.011 0.000
I -4.254 -1.999 0.855 0.167 0.043 0.019 0.659
Se -2.004 -1.413 -2.148 0.091 -0.136 -0.141 0.005
O -2.283 -1.974 -3.624 0.008 0.203 0.203 0.043
O -2.505 0.199 -1.983 0.105 -0.244 0.076 0.100
O -0.441 -1.438 -1.655 -0.227 -0.053 -0.157 0.023
O -2.212 0.200 1.213 -0.070 0.083 -0.054 0.117
O -2.875 -2.342 -1.036 -0.048 -0.158 -0.177 0.241
N 0.773 0.561 0.789 0.009 0.054 0.080 0.140
N 0.485 1.765 -1.644 -0.175 -0.073 -0.134 0.072
C 1.653 1.690 0.487 -0.047 -0.031 -0.065 0.003
C 1.639 1.978 -1.002 -0.055 -0.028 0.043 -0.002
C 0.041 -2.031 2.989 0.010 0.093 -0.025 0.020
C 2.749 2.446 -1.679 0.041 -0.009 0.019 0.006
C 0.387 1.976 -2.958 -0.022 -0.027 0.080 -0.006
C 2.652 2.693 -3.039 0.035 0.038 -0.021 0.000
C 1.455 2.453 -3.693 0.036 0.001 -0.027 0.001
C -2.466 -2.041 1.890 -0.235 -0.037 -0.055 0.033
C -0.752 -3.166 3.090 -0.033 -0.093 0.007 0.007
C -1.718 -0.858 1.798 0.048 0.047 -0.027 0.000
C -0.420 -0.888 2.354 0.119 -0.032 0.077 0.008
C 0.452 0.331 2.214 -0.006 -0.008 -0.014 -0.001
C -2.015 -3.187 2.521 0.049 0.028 0.004 -0.010
H 1.367 0.208 2.801 0.023 -0.003 0.003 0.002
H 1.123 -0.299 0.368 0.014 -0.013 0.015 -0.009
H 1.349 2.617 -4.756 -0.005 -0.006 0.010 0.000
H -0.570 1.739 -3.406 -0.007 -0.007 0.026 0.004
H 3.678 2.604 -1.147 -0.003 0.000 -0.008 -0.001
H 2.679 1.519 0.822 0.032 -0.008 0.003 0.002
H 1.038 -2.037 3.415 -0.007 0.011 -0.005 0.001
H 3.511 3.059 -3.587 -0.004 -0.008 0.001 0.000
H -0.074 1.218 2.570 0.000 0.023 -0.004 -0.003
H 1.270 2.561 1.024 -0.017 0.012 0.009 0.000
H -2.625 -4.078 2.551 -0.004 0.003 -0.003 0.001
```
Positions in Å, forces in eV/Å.

multiplicity: 3
HOMO-LUMO gap (alpha / beta): 7.456 / 6.103 eV
HOMO energy (alpha / beta): -7.8 / -8.3 eV
energy above the lowest of the compared OMol25 structures with the same formula, charge and spin: 0.6513 eV



Entry 4:
2 unconnected molecules or ions with the total composition C5H11N, computed with wB97M-V/def2-TZVPD.

```
17
Properties=species:S:1:pos:R:3:forces:R:3:lowdin_charge:R:1
N -0.102 -1.052 -0.163 0.102 0.153 0.033 -0.165
C 1.975 0.340 -0.575 0.020 0.095 0.035 -0.062
C -1.542 1.987 0.777 -0.014 0.018 0.011 -0.052
C 0.996 -0.429 0.242 -0.095 -0.071 -0.241 -0.272
C 0.827 -1.852 0.620 0.007 -0.301 0.169 -0.049
C -1.163 -1.189 -0.900 -0.009 0.019 -0.046 0.023
H -2.440 1.507 1.175 0.131 0.076 -0.066 0.019
H -1.379 2.936 1.293 -0.026 -0.145 -0.084 0.016
H -1.444 -0.385 -1.569 0.049 -0.097 0.102 0.060
H -1.783 -2.065 -0.765 0.124 0.110 -0.001 0.059
H -1.680 2.176 -0.292 0.020 -0.021 0.165 0.016
H 0.526 -2.119 1.634 0.045 0.064 -0.157 0.095
H 2.814 0.669 0.044 -0.131 -0.053 -0.112 0.069
H 2.378 -0.253 -1.413 -0.092 0.027 0.099 0.077
H 1.276 -2.676 0.046 -0.041 0.140 0.037 0.104
H 1.501 1.235 -0.992 0.071 -0.140 0.075 0.070
H -0.678 1.332 0.930 -0.161 0.125 -0.020 -0.010
```
Positions in Å, forces in eV/Å.

HOMO-LUMO gap (alpha / beta): 8.076 / 8.077 eV
HOMO energy (alpha / beta): -7.1 / -7.1 eV
energy above the lowest of the compared OMol25 structures with the same formula, charge and spin: 3.8384 eV



Entry 5:
A molecular structure, C42H46F3GeIN3O2PbSb, computed with wB97M-V/def2-TZVPD.

```
100
Properties=species:S:1:pos:R:3:forces:R:3:lowdin_charge:R:1
Pb 2.246 1.945 -0.657 -0.112 -0.807 0.652 1.171
I 3.383 4.902 1.110 1.832 2.977 0.706 0.903
Sb -2.775 -1.394 -1.481 0.910 1.288 0.690 1.690
Ge 5.546 3.072 -1.000 -0.855 0.848 -0.373 0.581
F -5.497 -5.258 2.541 -0.125 -0.001 -1.080 0.026
F -7.619 0.573 -4.975 -0.578 -0.243 -0.213 0.034
F 0.340 -3.517 -6.129 -0.093 0.073 -0.445 0.033
O 1.001 3.831 -1.497 -2.422 -1.550 0.156 -0.253
O -2.164 0.659 -0.621 0.548 3.359 0.132 -0.248
N -0.568 2.096 -1.492 -0.915 0.635 0.992 0.117
N 1.340 2.559 1.707 -0.575 1.343 -0.611 -0.084
N -2.830 2.717 -1.295 -2.110 0.984 -1.018 -0.051
C -1.665 -3.902 -3.108 0.867 0.633 0.078 -0.159
C -5.351 0.041 -4.840 0.885 0.546 0.791 -0.008
C 1.668 -2.499 4.266 1.119 0.772 -1.053 -0.261
C 6.769 1.738 -0.446 0.406 -1.865 0.300 -0.251
C -1.260 4.404 -1.804 -1.548 -0.924 0.459 0.004
C -1.861 1.762 -1.154 1.333 -0.539 1.312 -0.503
C 1.468 3.904 1.668 -0.693 -2.113 -0.576 -0.660
C 1.785 -2.844 2.882 -0.072 -0.698 1.646 -0.302
C -5.401 -4.359 0.265 -2.006 -0.428 0.568 -0.042
C -0.259 3.406 -1.528 2.912 0.460 -0.994 -0.495
C -4.938 -3.348 -0.541 1.395 1.367 -0.348 -0.147
C 2.781 -1.619 4.545 -1.134 0.035 -0.024 -0.267
C -4.115 -2.267 -0.060 -0.976 -2.992 -0.496 -0.386
C -0.585 4.255 2.813 -0.409 -1.043 -0.318 -0.092
C 0.353 -2.212 -4.135 -0.382 -1.230 -0.569 -0.018
C -3.772 -2.378 1.281 1.184 1.664 0.829 -0.124
C -5.044 -4.357 1.611 0.336 -0.117 0.364 -0.274
C -4.284 2.396 -1.254 0.529 0.443 -1.022 -0.014
C -2.546 3.996 -1.740 0.585 -0.209 -0.164 -0.064
C -6.605 0.090 -4.229 1.030 0.468 -0.487 -0.305
C -0.182 -3.269 -4.919 -0.998 0.025 2.219 -0.274
C -5.719 -0.456 -2.078 -0.614 -0.621 -0.320 -0.156
C -1.279 -2.721 -2.418 -0.754 -2.431 -0.567 -0.394
C 3.048 -0.998 5.886 -0.107 0.570 0.009 -0.098
C -4.156 -3.438 2.102 0.546 0.274 0.617 -0.021
C 3.552 -2.578 1.019 -1.128 0.574 -0.222 -0.087
C -0.208 -1.963 -2.868 -0.441 0.386 -1.044 -0.164
C -4.474 -0.523 -2.671 1.282 -1.797 0.149 -0.359
C -1.222 -4.135 -4.409 0.695 0.837 -0.633 -0.037
C 3.487 -1.396 3.356 -0.202 -1.633 -0.287 -0.287
C -6.822 -0.186 -2.898 -0.333 0.517 1.213 -0.021
C 0.488 -2.720 5.157 -0.132 -0.658 0.059 -0.108
C -0.802 2.806 2.771 -0.036 2.113 1.159 -0.098
C 2.943 -2.272 2.378 0.424 1.224 -0.829 -0.279
C -4.235 -0.233 -4.011 -2.164 -0.589 -0.083 -0.112
C 5.023 2.608 -2.845 1.530 1.313 -1.199 -0.267
C 4.688 -0.543 3.200 0.379 0.090 -0.100 -0.094
C 0.845 -3.729 2.141 -0.356 0.458 -0.494 -0.090
C 4.048 2.996 0.222 -1.001 -0.892 -0.466 -1.006
C 0.214 2.046 2.297 0.112 -1.372 -1.421 -0.177
C 6.454 4.803 -1.219 0.695 0.697 0.416 -0.274
C 0.556 4.790 2.220 -1.000 -0.649 1.416 -0.206
H -4.452 1.506 -0.645 0.008 0.383 0.044 0.071
H 0.137 -1.085 -2.321 -0.279 0.008 -0.006 0.090
H -1.786 -4.855 -5.032 0.996 0.170 0.189 0.103
H -1.707 2.359 3.223 0.681 0.264 -0.415 0.094
H 1.360 -4.158 1.249 -0.562 -0.015 0.583 0.061
H -7.827 -0.087 -2.457 0.462 -0.096 -0.439 0.119
H 5.976 2.496 -3.455 -0.821 -0.081 0.725 0.030
H 4.351 0.453 3.521 0.875 0.062 0.244 0.068
H 6.602 5.283 -0.196 -0.446 -0.241 -1.512 0.014
H 4.476 -1.994 0.848 -0.227 -0.604 0.157 0.044
H 5.537 -0.977 3.789 -0.314 0.855 -0.261 0.073
H -4.757 3.322 -0.861 -0.074 -0.946 -0.131 0.090
H -3.708 -3.612 3.104 -0.622 0.517 -0.712 0.136
H -3.253 -0.403 -4.395 0.507 0.243 -0.444 0.087
H 6.704 1.690 0.644 0.065 -0.225 -0.045 0.014
H -5.109 -3.376 -1.619 -0.451 -0.075 0.290 0.093
H -5.204 0.346 -5.880 -0.305 -0.260 0.281 0.112
H -0.123 -1.788 5.254 0.082 -0.642 0.102 0.064
H -5.815 -0.740 -1.006 -0.203 0.356 -0.963 0.102
H 6.459 0.737 -0.864 0.274 0.910 0.523 0.042
H -0.161 -3.577 4.803 0.488 0.980 0.232 0.059
H 7.810 1.895 -0.705 0.179 0.150 -0.206 0.005
H -4.645 2.184 -2.317 0.320 0.306 1.421 0.103
H 4.191 2.353 1.104 0.397 0.026 -0.220 -0.066
H -3.161 -1.539 1.727 -0.346 -1.238 -0.463 0.124
H 2.266 -0.283 6.222 0.148 -0.310 -0.099 0.062
H -3.405 4.604 -2.073 0.546 -0.337 0.513 0.127
H 5.887 5.414 -1.956 0.139 -0.035 0.939 0.013
H -1.357 4.887 3.287 0.396 -0.226 -0.484 0.082
H 7.461 4.701 -1.683 -0.484 -0.286 0.341 0.005
H -6.261 -4.952 -0.098 0.925 -0.203 0.233 0.119
H 0.403 -4.511 2.796 0.233 0.258 -0.568 0.056
H 3.992 -0.433 5.950 -0.143 -0.196 -0.280 0.054
H 3.119 -1.781 6.633 -0.060 -0.160 0.451 0.047
H 0.770 5.859 2.303 0.152 -0.201 -0.330 0.057
H -1.024 5.399 -2.049 0.502 0.912 -0.284 0.093
H 5.029 -0.422 2.147 -0.255 -0.225 0.579 0.050
H 0.025 -3.064 1.771 0.113 -0.782 -0.072 0.067
H 3.714 -3.673 1.039 0.310 0.451 -0.714 0.061
H 4.502 3.424 -3.386 -0.115 -0.423 0.506 0.021
H 1.129 -1.557 -4.545 -0.128 -0.477 0.181 0.111
H 4.485 1.695 -2.924 -0.577 -0.797 -0.100 -0.034
H 0.062 0.959 2.142 0.419 0.590 0.540 0.120
H 2.858 -2.284 0.152 0.791 -0.638 0.950 0.072
H 0.848 -3.025 6.157 -0.349 0.267 -0.047 0.051
H -2.189 -4.667 -2.519 -0.509 0.441 -0.701 0.094
```
Positions in Å, forces in eV/Å.

HOMO-LUMO gap (alpha / beta): 3.036 / 3.023 eV
charge: -2
HOMO energy (alpha / beta): 0.4 / 0.5 eV
energy above the lowest of the compared OMol25 structures with the same formula, charge and spin: 4.9322 eV



| no. | electronic energy (eV) |
| --- | --- |
| 1 | -119159.4587 |
| 2 | -36867.0811 |
| 3 | -112110.9372 |
| 4 | -6849.6902 |
| 5 | -137409.9299 |